Record 1
The following is a quantum chemistry calculation of C7H10O2 in the gas phase, from the OMol25 dataset.

Geometry (Å):
O (-0.04652, -2.25071, -1.23196)
O (-2.51023, -1.05678, -0.30487)
C (-1.32948, 1.00106, -0.31533)
C (-0.06806, -1.13109, -0.36854)
C (-0.00897, 1.22068, -0.37157)
C (0.37676, -1.54358, 1.03849)
C (0.77809, 0.03526, -0.87437)
C (0.64717, 2.34964, 0.34287)
C (-1.44775, -0.46933, -0.36337)
H (-2.12473, 1.63727, 0.02962)
H (1.11000, -2.35634, 0.99117)
H (0.84398, -0.71319, 1.58381)
H (-0.46448, -1.88852, 1.64674)
H (0.83715, 0.04985, -1.97082)
H (-0.84569, -2.76930, -1.00996)
H (1.71590, 2.15730, 0.47916)
H (0.51253, 3.30624, -0.16227)
H (0.22124, 2.41719, 1.35356)
H (1.80310, 0.00435, -0.49237)

SMILES: CC1=CC(=O)[C@@](C)(O)C1
Highest occupied orbital energy (eV): -9.42
Kohn-Sham gap (eV): 9.95
Charge: 0

=====

Record 2
The following is a quantum chemistry calculation of C6H11P in the gas phase, from the OMol25 dataset.

Geometry (Å):
P (2.76673, -0.15544, 0.09215)
C (1.26216, -1.26969, -0.12188)
C (2.04603, 1.29096, -0.11521)
C (-1.21211, -1.54370, 0.00888)
C (-1.03685, 1.80169, 0.22812)
C (-0.24657, 0.70968, -0.39706)
C (-0.04443, -0.58798, 0.30011)
H (1.41438, -2.19334, 0.44327)
H (-1.07541, -2.48294, 0.53974)
H (-2.10501, 1.65474, 0.02439)
H (2.35823, 2.31066, -0.11952)
H (-0.26587, 0.66879, -1.47786)
H (-0.00358, -0.40846, 1.38043)
H (-0.76199, 2.76880, -0.19137)
H (-2.14785, -1.09672, 0.33755)
H (-0.89575, 1.82715, 1.30747)
H (1.22900, -1.54145, -1.18243)
H (-1.28112, -1.75276, -1.05676)

Highest occupied orbital energy (alpha / beta) (eV): -7.89 / -7.89
Kohn-Sham gap (alpha / beta) (eV): 8.52 / 8.52
Charge: 0

=====

Record 3
The following is a quantum chemistry calculation of 2 unconnected molecules or ions with the total composition C10H12BrNO3, from the OMol25 dataset.

Geometry (Å):
Br (-0.28504, 0.17928, -3.32710)
O (0.35543, -2.02305, -0.10547)
O (0.11843, 2.01549, -1.19604)
O (-1.54569, 1.41650, 0.09925)
N (-0.86968, 1.32447, -0.95192)
C (0.65249, 2.23546, 2.57920)
C (0.08514, 0.02353, 1.86393)
C (0.98877, -0.83235, -0.32274)
C (-1.06948, 0.24052, -1.73698)
C (-2.18682, -0.72593, -1.55340)
C (1.58681, 2.31307, 1.55475)
C (-0.04999, 1.03704, 2.76560)
C (1.68836, 1.35537, 0.54828)
C (0.88308, 0.16626, 0.66537)
C (0.41767, -2.94493, -1.22791)
H (-2.11400, -1.28022, -0.54835)
H (0.52257, -2.42675, -2.13315)
H (2.31268, 1.30889, -0.27905)
H (-0.66752, 0.74610, 3.52273)
H (-3.24328, -0.35285, -1.38934)
H (0.65857, 3.13554, 3.28200)
H (-2.29387, -1.34129, -2.35862)
H (1.69750, -0.63279, -1.01500)
H (-0.43265, -1.00334, 1.91116)
H (2.16428, 3.11994, 1.47243)
H (1.17891, -3.53846, -0.92503)
H (-0.55269, -3.51551, -1.19459)

Highest occupied orbital energy (alpha / beta) (eV): -7.38 / -7.37
Kohn-Sham gap (alpha / beta) (eV): 6.18 / 6.17
Charge: 0

=====

Max |F| (eV/A)
2.1; 3.6; 5.8
Energy above the lowest of the compared OMol25 structures with the same formula, charge and spin (kJ/mol)
45.5; 202.2; 312.7
E (eV)
-11515.3844; -15685.7473; -88232.3838